## A
The following is a quantum chemistry calculation of a cluster of 3 separate species, C3H12NO4 in total, from the Open Molecules 2025 dataset.

Cartesian coordinates (Å):
N -1.860 1.259 -1.421
C -0.711 0.916 -0.498
C 0.681 0.723 -1.262
O 0.911 1.789 -2.142
C -0.935 -0.378 0.400
O 0.339 -0.737 0.885
H -1.520 1.695 -2.284
H -2.502 0.505 -1.809
H -0.650 1.828 0.115
H 1.448 0.550 -0.459
H 0.747 -0.181 -1.893
H 1.244 2.391 -1.530
H -1.626 -0.019 1.279
H -1.333 -1.331 -0.120
H 1.883 -2.982 0.422
H 0.666 -2.228 0.491
O 1.071 -3.245 0.287
H -0.323 0.725 3.155
H 0.304 -0.508 2.355
O 0.238 0.090 3.267

HOMO level ... -4.66 eV
HOMO-LUMO gap ... 8.17 eV
Net charge ... -1
Multiplicity ... 1

---

## B
The following is a quantum chemistry calculation of a cluster of 3 separate species, C3H12NO4 in total, from the Open Molecules 2025 dataset.

Cartesian coordinates (Å):
N 0.972 0.311 -2.016
C -0.218 -0.135 -1.239
C -0.928 1.030 -0.587
O -1.365 2.000 -1.567
C 0.243 -1.122 -0.122
O 0.245 -0.664 1.196
H 0.997 1.327 -2.111
H 1.800 0.003 -1.544
H -0.916 -0.594 -1.943
H -1.784 0.560 -0.078
H -0.473 1.609 0.206
H -1.026 1.784 -2.437
H -0.558 -1.879 -0.140
H 1.226 -1.555 -0.367
H 0.748 1.931 2.130
H 1.038 0.609 1.508
O 1.421 1.573 1.543
H 0.011 -1.979 1.964
H -0.945 -2.109 3.105
O -0.490 -2.701 2.501

HOMO level ... -4.31 eV
HOMO-LUMO gap ... 8.00 eV
Net charge ... -1
Multiplicity ... 1

---

Stability ranking, top and bottom: B is the most stable and A is the least stable.

---

## A
The following is a quantum chemistry calculation of a cluster of 2 separate species, C7H10 in total, from the Open Molecules 2025 dataset.

Cartesian coordinates (Å):
C -0.716 0.478 1.887
C -0.137 0.276 0.710
C 0.529 1.256 -0.227
C 0.171 0.576 -1.556
C 0.377 -0.902 -1.450
C -0.327 -0.949 -0.123
C -0.977 -0.387 -1.360
H -0.694 1.439 2.387
H -1.247 -0.336 2.379
H 1.226 -0.885 2.140
H 1.616 1.289 -0.060
H 0.132 2.270 -0.136
H 0.308 1.068 -2.514
H 0.813 -1.660 -2.084
H 1.690 -1.394 1.854
H -0.617 -1.904 0.306
H -1.946 -0.547 -1.799

SMILES string ... C=C1C[C@@H]2[C@@H]3[C@H]1[C@H]23.[H][H]
HOMO level ... -8.71 eV
HOMO-LUMO gap ... 9.89 eV
Multiplicity ... 1

---

## B
The following is a quantum chemistry calculation of the molecule C7H10, from the Open Molecules 2025 dataset.

Cartesian coordinates (Å):
C 1.167 0.879 -0.043
C 0.106 1.339 -1.112
C -0.727 0.155 -1.433
C -1.592 -0.149 -0.247
C -0.664 -0.781 0.800
C 0.455 -1.667 0.323
C 0.750 -0.282 0.844
H 1.358 1.746 0.596
H 2.110 0.654 -0.549
H -0.496 2.153 -0.673
H 0.633 1.739 -1.985
H -2.042 0.752 0.205
H -2.391 -0.857 -0.498
H -1.153 -1.037 1.737
H 0.514 -1.872 -0.742
H 0.744 -2.503 0.955
H 1.228 -0.268 1.821

HOMO level ... -8.04 eV
HOMO-LUMO gap ... 8.05 eV
Multiplicity ... 1

---

Stability ranking, top and bottom: A is the most stable and B is the least stable.

---

## A
The following is a quantum chemistry calculation of the molecule C7H10, from the Open Molecules 2025 dataset.

Cartesian coordinates (Å):
C -0.205 1.097 -1.506
C 0.970 0.947 -0.826
C -0.670 -0.767 -0.120
C -0.994 -1.912 0.327
C -1.299 0.112 -1.171
C 1.043 -0.133 0.181
C 1.096 0.390 1.553
H -0.477 1.951 -2.088
H 1.711 1.725 -0.731
H -0.292 -2.370 1.089
H -2.095 -2.140 0.211
H -2.088 0.825 -0.662
H -1.949 -0.451 -1.906
H 1.659 -0.851 -0.205
H 0.461 1.208 1.763
H 2.125 0.835 1.776
H 1.005 -0.467 2.315

SMILES string ... C=C1CC=C[C@H]1C
HOMO level ... -8.93 eV
HOMO-LUMO gap ... 10.01 eV
Multiplicity ... 1

---

## B
The following is a quantum chemistry calculation of the molecule C7H10, from the Open Molecules 2025 dataset.

Cartesian coordinates (Å):
C -1.760 0.515 -0.101
C -0.964 -0.737 -0.212
C 0.401 -0.893 -0.754
C 1.157 0.422 -0.943
C 1.435 0.921 0.456
C 0.959 0.075 1.378
C 0.171 -1.042 0.762
H -2.016 0.881 -1.095
H -2.681 0.319 0.462
H -1.180 1.266 0.445
H -1.544 -1.649 -0.359
H 0.633 -1.716 -1.426
H 0.541 1.134 -1.514
H 2.079 0.273 -1.512
H 1.920 1.877 0.642
H 1.129 0.193 2.447
H -0.281 -1.838 1.323

SMILES string ... C[C@@H]1[C@@H]2C=CC[C@H]12
HOMO level ... -8.38 eV
HOMO-LUMO gap ... 9.53 eV
Multiplicity ... 1

---

Stability ranking, top and bottom: B is the most stable and A is the least stable.

---

## A
The following is a quantum chemistry calculation of the molecule C7H10, from the Open Molecules 2025 dataset.

Cartesian coordinates (Å):
C -1.878 -0.434 -0.012
C -1.538 0.901 -0.672
C -0.470 0.011 -0.146
C 0.576 -0.818 -0.896
C 1.449 -0.704 0.371
C 1.743 0.754 0.653
C 0.423 0.180 1.047
H -2.216 -1.261 -0.629
H -2.313 -0.416 0.991
H -1.615 1.046 -1.756
H -1.789 1.794 -0.103
H 0.224 -1.826 -1.157
H 1.021 -0.375 -1.792
H 2.046 -1.512 0.766
H 1.825 1.418 -0.205
H 2.405 1.055 1.473
H 0.108 0.151 2.083

SMILES string ... C1[C@@H]2CC3(CC3)[C@H]12
HOMO level ... -9.39 eV
HOMO-LUMO gap ... 10.57 eV
Multiplicity ... 1

---

## B
The following is a quantum chemistry calculation of the molecule C7H10, from the Open Molecules 2025 dataset.

Cartesian coordinates (Å):
C 1.571 -0.421 -0.005
C 2.493 0.400 -0.502
C -0.231 1.175 0.516
C 0.143 -0.039 0.100
C -0.851 -1.080 -0.203
C -0.558 -2.324 -0.595
C -1.663 1.628 0.613
H 1.849 -1.350 0.486
H 2.171 1.400 -0.777
H 3.518 0.090 -0.633
H 0.524 1.838 0.919
H -1.903 -0.825 -0.181
H -1.327 -2.930 -1.047
H 0.444 -2.714 -0.502
H -1.747 2.665 0.914
H -2.158 1.498 -0.358
H -2.273 0.988 1.255

SMILES string ... C=CC(C=C)=CC
HOMO level ... -8.41 eV
HOMO-LUMO gap ... 9.30 eV
Multiplicity ... 1

---

## C
The following is a quantum chemistry calculation of the molecule C7H10, from the Open Molecules 2025 dataset.

Cartesian coordinates (Å):
C 1.647 0.300 0.510
C 0.988 -1.080 0.558
C -0.780 0.687 -1.369
C -1.009 -0.729 -1.035
C -0.529 -1.164 0.356
C -1.087 1.732 -0.628
C -1.388 2.737 0.070
H 1.626 0.735 -0.496
H 2.700 0.204 0.805
H 1.172 1.018 1.190
H 1.475 -1.721 -0.190
H 1.205 -1.528 1.533
H -2.110 -0.816 -1.071
H -0.622 -1.390 -1.818
H -0.824 -2.213 0.477
H -1.065 -0.581 1.119
H -1.397 3.809 -0.010

HOMO level ... -8.05 eV
HOMO-LUMO gap ... 7.04 eV
Multiplicity ... 1

---

Stability ranking, top and bottom: B is the most stable and C is the least stable.

---

## A
The following is a quantum chemistry calculation of the molecule C7H10, from the Open Molecules 2025 dataset.

Cartesian coordinates (Å):
C 0.547 -1.221 -1.255
C 0.272 0.242 -1.195
C -0.719 0.924 -0.356
C -1.347 0.033 0.719
C -0.249 -0.183 1.733
C 0.865 0.476 1.393
C 0.720 1.144 0.068
H -0.328 -1.745 -1.647
H 1.404 -1.430 -1.907
H 0.778 -1.603 -0.257
H 0.441 0.781 -2.137
H -1.331 1.706 -0.786
H -1.692 -0.916 0.279
H -2.223 0.513 1.164
H -0.385 -0.809 2.611
H 1.749 0.538 2.024
H 1.521 1.442 -0.574

SMILES string ... C[C@@H]1[C@@H]2C=CC[C@H]12
HOMO level ... -7.95 eV
HOMO-LUMO gap ... 9.09 eV
Multiplicity ... 1

---

## B
The following is a quantum chemistry calculation of the molecule C7H10, from the Open Molecules 2025 dataset.

Cartesian coordinates (Å):
C -2.021 1.793 -0.215
C -0.943 0.039 -0.815
C -0.939 1.468 -0.945
C -0.089 2.381 -1.518
C 0.850 -1.482 -0.465
C 0.443 0.116 1.407
C -0.208 -0.712 0.279
H -2.638 1.072 0.206
H 0.956 2.067 -2.006
H -0.420 3.370 -1.548
H 1.002 -2.452 -0.018
H 1.739 -0.963 -0.303
H 0.518 -1.516 -1.506
H -0.342 0.592 1.936
H 1.223 0.714 0.959
H 0.973 -0.557 2.063
H -1.055 -1.342 0.710

HOMO level (spin up / spin down) ... -7.83 / -8.53 eV
HOMO-LUMO gap (spin up / spin down) ... 6.53 / 7.78 eV
Multiplicity ... 1

---

## C
The following is a quantum chemistry calculation of the molecule C7H10, from the Open Molecules 2025 dataset.

Cartesian coordinates (Å):
C -0.680 0.573 -1.824
C -1.511 0.185 -2.832
C -1.813 -0.418 0.141
C -0.687 -0.047 -0.472
C 0.600 0.159 0.254
C 0.974 -0.367 1.426
C 2.190 -0.100 2.189
H 0.150 1.225 -2.097
H -1.672 0.773 -3.739
H -2.244 -0.595 -2.670
H -2.801 -0.547 -0.265
H -1.628 -0.687 1.168
H 1.192 0.917 -0.265
H 0.366 -1.180 1.832
H 2.782 0.808 1.771
H 1.900 0.220 3.192
H 2.882 -0.921 2.190

SMILES string ... C=CC(=C)/C=C/C
HOMO level ... -8.44 eV
HOMO-LUMO gap ... 8.98 eV
Multiplicity ... 1

---

Stability ranking, top and bottom: C is the most stable and B is the least stable.

---

## A
The following is a quantum chemistry calculation of a cluster of 2 separate species, C3H10OS in total, from the Open Molecules 2025 dataset.

Cartesian coordinates (Å):
O 0.181 1.236 3.251
C 0.423 1.387 0.815
C -0.516 1.332 2.007
H 0.707 0.410 3.233
H 1.118 2.237 0.918
H -0.151 1.513 -0.118
H 1.012 0.457 0.743
H -1.104 2.267 2.080
H -1.230 0.493 1.898
S 2.643 -1.026 3.199
C 3.508 0.535 2.895
H 2.652 -0.955 4.547
H 3.593 0.645 1.801
H 4.523 0.538 3.329
H 2.953 1.401 3.293

SMILES string ... CCO.CS
HOMO level ... -9.46 eV
HOMO-LUMO gap ... 10.26 eV
Multiplicity ... 1

---

## B
The following is a quantum chemistry calculation of a cluster of 2 separate species, C3H10OS in total, from the Open Molecules 2025 dataset.

Cartesian coordinates (Å):
C 1.825 3.399 0.588
S 3.326 3.930 -0.335
H 2.044 2.643 1.333
H 1.422 4.313 1.007
H 1.140 2.985 -0.148
H 3.918 4.457 0.745
C -1.677 -1.800 -0.789
O -0.517 -2.157 -1.597
C -1.846 -2.868 0.290
H -1.435 -0.884 -0.256
H -2.526 -1.737 -1.451
H -0.098 -2.819 -1.030
H -0.867 -3.119 0.712
H -2.498 -2.544 1.083
H -2.209 -3.798 -0.152

SMILES string ... CCO.CS
HOMO level ... -9.04 eV
HOMO-LUMO gap ... 9.83 eV
Multiplicity ... 1

---

## C
The following is a quantum chemistry calculation of a cluster of 2 separate species, C3H10OS in total, from the Open Molecules 2025 dataset.

Cartesian coordinates (Å):
C 0.789 -2.733 -0.239
S -0.621 -3.163 -1.211
H 0.429 -2.068 0.513
H 1.273 -3.598 0.168
H 1.435 -2.188 -0.896
H -1.415 -3.401 -0.164
C -0.547 1.687 0.567
O 0.192 0.650 1.090
C 0.146 2.456 -0.586
H -1.513 1.395 0.223
H -0.895 2.419 1.410
H -0.023 0.646 2.085
H 0.106 1.840 -1.458
H -0.528 3.283 -0.990
H 1.174 2.777 -0.514

SMILES string ... CCO.CS
HOMO level ... -8.79 eV
HOMO-LUMO gap ... 9.48 eV
Multiplicity ... 1

---

Stability ranking, top and bottom: A is the most stable and C is the least stable.